Below is a molecular structure, C73H161As2F14N9O7S2 in a non-equilibrium geometry, with properties calculated with wB97M-V/def2-TZVPD.

Element x y z (Å)
1 H -8.061768 -3.239311 -3.912406
2 C 3.852358 2.640398 -5.880826
3 F 0.404777 4.736090 -0.755551
4 C -0.337183 4.787058 -6.760302
5 H 2.375538 -7.924122 3.306680
6 C -4.237382 -1.438091 -2.986084
7 H -0.543391 3.496510 -4.219891
8 H -6.406315 7.192082 1.691872
9 H -0.173388 -10.253621 -0.119704
10 H -8.374857 -3.257388 7.308622
11 H -1.931163 3.702218 -0.960940
12 H -7.605223 -1.697810 -2.235739
13 As 4.743322 -2.483301 1.355848
14 H -4.421421 8.697985 2.840250
15 H 6.585762 4.974405 3.629866
16 H -3.922299 7.698244 -0.012122
17 F 5.297105 -3.867168 2.184743
18 H 7.076134 0.360204 -4.263935
19 H -0.758333 -8.727396 0.358848
20 H -0.921642 5.030080 3.409346
21 F 1.560397 5.749188 1.207127
22 H -0.125451 -3.014657 5.596672
23 H 10.095411 5.667373 0.419342
24 H -8.892526 -1.715509 8.142870
25 C -6.995817 -3.635538 -4.042109
26 H 8.216679 3.434956 4.547308
27 H 11.312306 5.138828 1.565009
28 C -3.785194 3.602990 0.374095
29 H 1.323985 -0.610818 2.296876
30 H -1.515645 1.072821 4.873673
31 H 0.687993 4.499431 4.047348
32 C 5.910567 1.475388 1.875619
33 C 7.331207 -1.659849 -4.814831
34 C 10.632350 4.764191 0.782375
35 H -6.593068 -2.922912 -6.011763
36 H 1.863507 -2.386906 3.922137
37 H -3.285868 5.593264 0.144534
38 H -5.071153 -4.344813 3.176433
39 H 2.908324 -4.726500 -3.250898
40 H 9.138154 3.267356 0.402325
41 C -6.008433 0.181574 -2.534517
42 H -1.795319 -9.668571 2.368407
43 H 8.373684 -2.290192 -1.867189
44 C 7.094925 2.383351 1.530272
45 H 5.156295 -5.530418 -3.392468
46 H 0.244723 6.679972 -6.378065
47 O -0.491295 1.741561 -2.680114
48 H -5.379067 -3.859562 -2.517320
49 H 0.784500 5.296352 -3.146695
50 C 4.970812 -4.631756 -3.979504
51 H -1.695126 2.673305 3.185022
52 H -7.020536 -4.075019 -1.918903
53 H -2.461822 -10.284486 0.839951
54 C 2.886384 -8.585029 2.561363
55 H 2.269382 -6.776507 -1.583623
56 C -3.813101 8.278151 2.031477
57 H 3.042470 -3.615838 -4.472713
58 C -5.943043 2.638653 -3.160021
59 H 2.613015 4.225622 -3.982098
60 H -3.687744 4.963755 3.035419
61 H -6.797773 -1.664105 6.732181
62 C 1.123104 -0.496509 3.363319
63 C 0.870433 -1.882997 3.963196
64 H -6.612203 -0.714952 1.999381
65 C -2.831655 3.115245 -0.768618
66 H 4.280482 4.076357 3.481770
67 F 2.038514 6.621455 -1.035885
68 C 3.440023 -4.591344 -4.186480
69 C -5.701489 -2.442060 3.858635
70 H 2.501208 6.817319 -3.738947
71 H 4.470293 2.459424 -4.999575
72 C -0.793320 4.540281 -4.338754
73 H 3.078080 -5.201433 -4.927764
74 H 0.528913 -7.323161 0.307928
75 H -6.778716 5.097175 2.441197
76 H 2.937834 2.057550 -5.855306
77 C 0.347123 5.509499 -4.096003
78 C 2.503133 -9.225046 0.094434
79 C 8.049035 2.661900 3.832696
80 H -5.841944 0.066370 -1.484883
81 H 1.858502 -0.037888 3.994213
82 H 5.782187 0.810584 1.015031
83 H 7.362598 -3.852018 -4.906934
84 C -6.149032 -1.382796 -4.478615
85 C 7.534528 -0.511158 -3.758994
86 O 0.229511 0.989113 -0.400525
87 H -8.842137 -1.401553 4.485565
88 C -1.427836 4.849837 -5.702099
89 H -6.184040 -1.907983 -1.149998
90 C -6.536739 -2.030811 -2.181039
91 C 6.304375 4.184374 2.900268
92 H -1.986239 0.606867 2.507294
93 H -7.069016 0.264610 -2.695643
94 C 9.624789 3.741581 1.276880
95 C 2.216609 6.763894 -4.811217
96 H 3.873632 1.682710 2.754950
97 H 6.214682 4.655706 1.915186
98 C -1.612322 -10.251281 1.527929
99 C 3.026955 -6.913489 -0.811744
100 H 0.869811 -1.692894 6.147423
101 N 7.473579 3.360983 2.627294
102 F 5.122719 -3.306130 -0.171830
103 C -0.385439 -9.648597 0.783710
104 N -6.805430 -1.480766 3.971882
105 F 4.081935 -1.110325 0.525094
106 H 1.120877 2.077892 3.992273
107 H -2.137965 4.007616 -5.963422
108 H 8.476238 -4.604586 -2.289745
109 H -1.746335 -1.325295 4.556948
110 H 7.069864 -5.454912 -3.020510
111 H -4.557551 2.854123 0.432770
112 C -0.645559 2.986093 3.029479
113 H -6.720455 -4.449539 3.810108
114 H 2.913369 -10.233712 0.368940
115 F 3.709184 5.076257 0.005733
116 C 5.413763 -3.420700 -3.164341
117 C -5.641255 6.846815 0.978924
118 H 4.256284 2.790674 1.405220
119 H -3.772902 -0.642981 -3.663547
120 H -1.298489 -11.269735 1.804089
121 C -1.061742 0.024478 2.448230
122 C -4.208569 5.055909 0.246844
123 H -2.541382 7.142324 3.324019
124 C 0.155142 -1.947328 5.365659
125 H 0.108696 0.895959 5.561890
126 H -8.049463 -2.942036 4.899324
127 H 0.331316 -2.512556 3.245888
128 C 8.590688 4.342108 2.159493
129 O -1.997872 -2.348931 -0.842801
130 H -5.026401 -1.991434 3.182869
131 C -1.018699 -1.003066 5.317322
132 N 1.448151 5.583894 -5.096514
133 C -6.017674 4.572849 1.883715
134 N 6.948557 -3.302146 -2.956557
135 H -2.621564 2.073444 -0.450994
136 H 3.860567 -8.179695 2.354797
137 C -0.615950 0.399584 4.884396
138 H -1.332377 -1.008754 2.678960
139 H -5.035675 1.009189 -4.218352
140 H -8.082640 -0.425372 6.381019
141 H 1.731349 -9.597092 -0.606909
142 H 8.979369 2.112035 3.487495
143 H -5.426408 0.109690 3.715281
144 H -7.089537 -4.668944 -4.349793
145 C -6.201320 -0.188210 4.390685
146 C -6.189866 -2.818292 -4.957042
147 F 2.558112 4.317125 -1.846251
148 H -4.884265 6.262264 3.303886
149 C -6.595514 -3.654182 1.803226
150 H -3.341970 3.076796 -1.744705
151 H -3.118190 9.089113 1.795076
152 H -5.161761 -3.209478 -4.957318
153 C -4.098410 -0.336403 1.001916
154 H 6.755671 2.984189 0.722241
155 C -5.173576 1.262605 -3.155020
156 H 7.378370 -0.232683 -1.667427
157 C 2.369899 -6.325825 0.455386
158 C 3.543801 -8.325639 -0.645014
159 C -7.773527 -2.651833 1.905399
160 H 6.146200 0.790519 2.675879
161 H 6.785256 -2.528742 -1.053966
162 H 5.849903 -0.679340 -2.343481
163 C 0.458213 1.838056 3.151726
164 H 1.549127 5.748187 -7.196291
165 C 0.801354 5.745301 -6.436033
166 C 4.673172 2.297907 2.287623
167 H 7.281066 1.986217 4.217786
168 C -8.785066 -2.244683 7.201023
169 H 8.519251 -0.047034 -3.559742
170 C 2.296074 4.288629 -5.044386
171 H 8.155118 5.204111 1.601486
172 C -4.602117 7.921751 0.830568
173 H -5.833590 -0.287537 5.399501
174 C 3.446365 4.133662 -5.976719
175 H 10.152324 2.959777 1.804500
176 H -5.455510 -0.804025 -5.087096
177 H -9.793335 -2.232238 6.749351
178 H 4.264188 4.781897 -5.688839
179 C 7.404861 -4.605719 -2.405839
180 H -3.173588 -1.973839 0.475871
181 H -8.342206 -2.275000 1.058975
182 H 1.127097 -10.432005 2.087825
183 C 7.654686 -3.031546 -4.227336
184 As 2.031650 4.982863 -0.293627
185 N -5.672349 -1.199975 -3.112039
186 H -7.055049 -4.608441 1.436951
187 C 5.077288 3.370921 3.301066
188 H 6.329992 -1.688468 -5.280249
189 F 1.986285 3.295022 0.301234
190 H -6.187841 6.627711 0.083889
191 F 1.479970 0.413160 -2.409041
192 O 0.412881 -2.014374 -0.330459
193 H -8.514785 -3.207462 2.502790
194 C 6.936691 -0.874099 -2.441020
195 H -7.163047 -1.014363 -4.453991
196 H 6.872129 -4.716125 -1.478937
197 H 4.466353 -8.256277 -0.028291
198 H 3.158392 -6.120609 1.196666
199 H -5.309870 -2.479008 4.920452
200 C 7.320299 -2.257553 -1.970421
201 H -2.406019 6.718609 1.634091
202 H -5.793602 -3.295256 1.196646
203 H -4.862742 5.150522 -0.612035
204 H 1.914601 -5.386767 0.178457
205 H 3.791548 -6.193058 -1.069256
206 C -6.435598 -3.503799 -2.612714
207 H -1.385022 -0.823509 6.381577
208 H 4.934435 -3.491263 -2.211861
209 H -3.300737 3.438869 1.355102
210 C -7.329794 -1.329055 2.578718
211 O -4.537456 -0.365169 -0.201708
212 C -7.945362 -1.883020 4.932371
213 H 9.025073 4.649052 3.085163
214 H -0.427623 3.276050 1.991379
215 H -5.142420 8.759224 0.406871
216 H -5.380666 3.431275 -3.654113
217 C -7.810589 -1.490752 6.361225
218 H -0.063053 6.490406 -3.912651
219 S 0.041277 0.734821 -1.772954
220 H 11.184603 4.413009 -0.104899
221 H 7.923736 -1.621856 -5.709074
222 H 1.545868 3.525438 -5.232875
223 H -8.224523 -0.652077 2.592834
224 F 4.400375 -1.608006 2.847839
225 H -0.721886 0.100837 1.438397
226 H -6.548235 4.269022 0.982019
227 H -1.560443 4.648296 -3.556761
228 H 0.085865 3.781965 -6.964790
229 H -6.915609 2.490719 -3.614545
230 S -0.675157 -1.854283 -1.250620
231 H 1.676929 7.643576 -5.060379
232 C -0.367957 4.226462 3.873461
233 H -4.012423 -1.329316 -1.920039
234 O -3.498775 -1.594011 1.291795
235 C 0.734626 -9.476113 1.779766
236 H -6.893848 0.711197 4.300359
237 N -5.009099 5.585982 1.488906
238 H 0.325496 -8.951772 2.649884
239 H -4.023284 -2.444623 -3.339538
240 H 8.718250 -2.971228 -4.065453
241 N -0.882396 -0.495972 -2.046136
242 N -0.047359 0.455062 3.435541
243 C 1.349093 -7.252657 1.013230
244 F 3.111815 -3.177739 1.313099
245 H -1.972712 5.807095 -5.775140
246 O -4.285732 0.494161 1.924988
247 H 5.220894 2.975491 4.356865
248 H 3.106355 6.696137 -5.415333
249 H 2.913844 -9.640658 2.937451
250 C -3.112157 6.957159 2.413623
251 H 0.983316 1.787470 2.208373
252 H 5.098179 -2.461245 -3.517500
253 F 6.338275 -1.768352 1.246110
254 H -6.140659 3.002692 -2.135087
255 H -0.691804 5.146379 -7.688974
256 H 7.977834 1.818065 1.187953
257 H -5.626815 3.778380 2.503369
258 F -0.222338 -2.850086 -2.448677
259 C -4.131600 5.897477 2.655345
260 H -0.758594 3.929691 4.865958
261 H 3.175883 4.291738 -7.031453
262 N 1.931889 -8.632096 1.333691
263 H -4.235313 1.326324 -2.635569
264 H 3.840519 -8.828245 -1.577012
265 C -6.016101 -3.796406 3.241117
266 H 4.379842 2.329425 -6.861293
267 H 1.021303 -6.921357 2.009675
268 H 5.474729 -4.621113 -4.943302

Forces on atoms 1 to 3 (eV/Å):
H 1.1 -0.5 -0.7
C 0.8 0.2 -1.8
F -0.9 0.3 -0.2

The total charge is +4. Its multiplicity is 1. The value obtained for the total energy is -287424.551 eV. The max |F| comes out at 3.64 eV/Å. Its HOMO-LUMO gap is 9.3 eV.